# 1
C19H23AsNOV as an isolated structure. Source: OMol25; level of theory: ωB97M-V with the def2-TZVPD basis set.

The geometry in XYZ format:
```
46
Properties=species:S:1:pos:R:3:mulliken_spin:R:1
C -1.709 1.077 -4.901 -0.01
V -1.868 0.499 -1.179 0.98
N -3.715 -0.580 -1.686 -0.02
H -0.421 -0.085 -1.557 -0.04
H -0.855 0.440 -5.232 0.00
H -1.613 2.217 -5.051 0.00
H -1.767 1.182 -3.739 0.01
H -2.684 0.860 -5.417 0.00
H -4.234 -0.290 -0.867 0.00
H -3.625 -1.619 -1.648 0.00
H -4.211 -0.324 -2.553 -0.01
O -1.788 -0.667 0.380 0.03
As -0.093 -0.265 0.562 -0.01
C 1.203 -1.420 -0.341 0.02
C 2.350 -0.886 -0.940 -0.01
C 3.242 -1.747 -1.587 0.00
C 2.998 -3.120 -1.641 0.00
C 1.862 -3.635 -1.020 0.00
C 0.962 -2.795 -0.360 -0.01
C 0.450 1.604 0.334 -0.03
C -0.371 2.496 -0.366 0.20
C 0.075 3.818 -0.540 0.00
C 1.318 4.236 -0.068 0.00
C 2.137 3.335 0.598 0.00
C 1.717 2.015 0.803 -0.01
C -0.236 -0.656 2.445 0.00
C -0.024 0.341 3.407 0.00
C -0.281 0.042 4.748 0.00
C -0.789 -1.204 5.120 0.00
C -1.077 -2.152 4.131 0.00
C -0.836 -1.871 2.793 0.00
H 2.520 0.196 -0.934 0.00
H 4.134 -1.339 -2.052 0.00
H 3.702 -3.783 -2.148 0.00
H 1.669 -4.704 -1.053 0.00
H 0.054 -3.193 0.098 0.00
H -1.390 2.204 -0.724 -0.11
H -0.571 4.540 -1.024 0.00
H 1.638 5.264 -0.225 0.00
H 3.114 3.653 0.962 0.00
H 2.384 1.317 1.313 0.00
H 0.329 1.322 3.089 0.00
H -0.079 0.798 5.500 0.00
H -0.991 -1.430 6.167 0.00
H -1.501 -3.115 4.393 0.00
H -1.130 -2.575 2.011 0.00
```

Computed properties:
multiplicity = 2
gap between HOMO and LUMO (spin up / spin down) = 7.8 / 7.3 eV
net charge = +1
<S²> = 1.18



# 2
C29H30N2O7SSeSiTa as an isolated structure. Source: OMol25; level of theory: ωB97M-V with the def2-TZVPD basis set.

The geometry in XYZ format:
```
72
Properties=species:S:1:pos:R:3:mulliken_charge:R:1
Ta -0.441 -0.434 0.214 0.74
O -3.037 2.652 -1.529 -0.53
C -2.407 1.827 -0.745 0.15
O -1.561 1.031 -1.132 0.24
C -2.713 1.819 0.698 -0.08
C -3.534 2.663 1.412 -0.71
C -3.628 2.457 2.787 -0.53
C -2.915 1.426 3.377 -0.75
C -2.135 0.614 2.571 1.00
N -2.041 0.812 1.265 -0.27
C -1.304 -0.585 3.010 0.11
O -0.951 -0.730 4.144 -0.59
O -1.079 -1.335 1.952 -0.66
H -2.690 2.572 -2.437 0.53
H -4.074 3.453 0.912 0.59
H -4.255 3.103 3.387 0.48
H -2.948 1.231 4.440 0.58
C 4.046 -0.195 7.020 -1.41
C 3.508 -0.075 5.623 0.96
C 4.203 -0.610 4.539 -0.98
C 3.720 -0.487 3.251 -0.81
C 2.510 0.170 3.056 0.24
C 1.795 0.716 4.111 -0.16
C 2.306 0.590 5.390 -1.00
S 1.944 0.301 1.421 1.50
O 2.968 0.827 0.592 -0.52
O 0.630 1.076 1.425 -0.64
O 1.404 -1.072 0.990 -0.66
H 4.885 -0.886 7.065 0.36
H 3.273 -0.545 7.704 0.37
H 4.388 0.776 7.380 0.32
H 5.139 -1.127 4.708 0.33
H 4.270 -0.891 2.412 0.49
H 0.859 1.224 3.939 0.46
H 1.757 1.009 6.223 0.40
C 3.800 -2.727 -2.515 -0.59
C 2.561 -3.226 -2.156 -0.78
C 1.523 -2.364 -1.825 -0.44
C 1.719 -0.988 -1.841 0.32
C 2.971 -0.487 -2.208 0.07
C 3.997 -1.350 -2.542 -0.91
N 0.672 -0.078 -1.432 1.94
C 0.674 1.092 -2.268 -0.10
C 0.397 0.950 -3.626 -0.19
C 0.339 2.070 -4.440 -0.88
C 0.564 3.336 -3.907 -0.70
C 0.866 3.469 -2.560 -0.71
C 0.928 2.349 -1.739 -0.05
H 4.607 -3.399 -2.775 0.42
H 2.388 -4.294 -2.138 0.45
H 0.556 -2.774 -1.574 0.20
H 3.143 0.580 -2.216 0.46
H 4.961 -0.945 -2.819 0.43
H 0.225 -0.040 -4.030 0.55
H 0.125 1.956 -5.495 0.46
H 0.528 4.208 -4.545 0.44
H 1.073 4.447 -2.145 0.48
H 1.189 2.448 -0.693 0.43
C -2.693 -2.922 -3.991 -1.04
Si -3.478 -1.985 -2.592 0.32
C -3.717 -0.171 -2.976 -0.48
C -4.996 -2.804 -1.911 -1.07
Se -1.960 -2.035 -0.838 -0.20
H -3.306 -2.832 -4.892 0.37
H -2.606 -3.982 -3.751 0.33
H -1.698 -2.537 -4.215 0.31
H -4.378 -0.047 -3.838 0.54
H -2.756 0.292 -3.214 -0.18
H -4.172 0.351 -2.132 0.23
H -5.721 -2.960 -2.714 0.35
H -5.466 -2.197 -1.137 0.31
H -4.752 -3.777 -1.482 0.35
```

Computed properties:
gap between HOMO and LUMO = 5.9 eV
net charge = +1



# 3
C9H31Li2N8O9 as an isolated structure. Source: OMol25; level of theory: ωB97M-V with the def2-TZVPD basis set.

The geometry in XYZ format:
```
59
Properties=species:S:1:pos:R:3:mulliken_charge:R:1
Li -0.545 1.238 2.928 0.86
Li -0.035 -2.824 1.155 0.86
C 0.738 0.915 -0.761 -0.42
O 0.047 0.185 0.173 -0.83
H 0.956 1.898 -0.343 0.21
H 1.733 0.488 -0.884 0.20
H 0.192 1.045 -1.695 0.00
C -1.681 5.012 2.775 -0.39
C -2.776 4.086 2.398 -0.42
O -2.736 2.913 3.125 -0.46
O -0.428 4.326 2.714 -0.49
H -1.914 5.347 3.786 0.30
H -1.739 5.868 2.104 0.32
H -2.636 3.891 1.334 0.24
H -3.760 4.520 2.572 0.36
H -3.562 2.434 3.224 0.30
H 0.315 4.914 2.866 0.29
C 3.861 -2.117 3.797 -0.40
C 4.087 -2.295 2.304 -0.23
O 3.201 -3.157 1.618 -0.50
O 4.131 -3.241 4.555 -0.51
H 2.799 -1.900 3.676 0.13
H 4.255 -1.178 4.185 0.39
H 5.097 -2.675 2.157 0.27
H 4.042 -1.268 1.942 0.26
H 3.627 -3.930 1.242 0.31
H 3.387 -3.844 4.485 0.30
C -5.255 0.347 -2.592 0.60
O -6.370 0.769 -2.672 -0.63
N -4.609 -0.309 -3.524 -0.52
N -4.528 0.433 -1.526 -0.38
H -5.371 -0.613 -4.113 0.28
H -4.078 -1.116 -3.230 0.23
H -3.555 0.165 -1.563 0.21
H -4.777 1.236 -0.966 0.22
C -0.274 2.834 -6.272 0.65
O -0.182 3.018 -7.471 -0.65
N 0.750 2.716 -5.443 -0.41
N -1.370 2.676 -5.638 -0.36
H 0.546 2.388 -4.510 0.18
H 1.560 2.694 -6.047 0.23
H -2.136 2.843 -6.273 0.20
H -1.495 2.255 -4.728 0.16
C 5.975 -2.113 -2.372 0.68
O 5.847 -0.970 -1.997 -0.64
N 7.112 -2.659 -2.563 -0.38
N 5.040 -2.996 -2.628 -0.45
H 7.184 -3.641 -2.787 0.15
H 7.964 -2.196 -2.278 0.22
H 5.253 -3.972 -2.481 0.20
H 4.124 -2.572 -2.643 0.23
C -2.985 -2.542 3.594 0.80
O -1.836 -2.211 3.654 -0.65
N -3.451 -3.273 2.633 -0.36
N -3.944 -2.280 4.479 -0.42
H -4.422 -3.549 2.681 0.18
H -2.728 -3.676 2.054 0.10
H -3.703 -1.964 5.408 0.22
H -4.944 -2.372 4.379 0.18
```

Computed properties:
gap between HOMO and LUMO = 5.5 eV
net charge = +1



# 4
C33H48As3BrN3O2Ti as an isolated structure. Source: OMol25; level of theory: ωB97M-V with the def2-TZVPD basis set.

The geometry in XYZ format:
```
91
Properties=species:S:1:pos:R:3:mulliken_charge:R:1
Ti 0.866 0.231 0.297 -0.03
O 4.508 3.165 -2.529 -0.74
C 3.595 4.109 -2.163 0.61
C 3.843 5.437 -2.488 -0.75
C 2.954 6.419 -2.075 -0.29
C 1.826 6.088 -1.337 -0.81
C 1.576 4.755 -1.035 -0.42
C 2.439 3.760 -1.460 0.19
C 2.158 2.296 -1.194 0.53
O 0.960 2.033 -0.613 0.12
N 3.305 1.778 -0.401 -0.56
N 2.827 0.730 0.454 0.41
C 3.643 0.502 1.525 -0.72
C 3.540 -0.331 2.543 0.14
Br -0.165 0.610 2.548 -0.63
C 3.749 -1.127 3.563 -1.02
C 4.660 -2.299 3.575 0.87
C 4.937 -2.933 4.785 -0.61
C 5.826 -3.997 4.848 -0.51
C 6.444 -4.455 3.695 -0.38
C 6.165 -3.840 2.479 -0.66
C 5.284 -2.774 2.420 0.15
H 4.350 2.365 -1.986 0.39
H 4.741 5.682 -3.041 0.43
H 3.158 7.455 -2.318 0.35
H 1.142 6.860 -1.007 0.40
H 0.701 4.448 -0.476 0.36
H 2.227 1.776 -2.178 -0.21
H 3.671 2.526 0.192 0.34
H 4.501 1.177 1.615 0.21
H 3.210 -0.978 4.499 0.19
H 4.452 -2.579 5.688 0.34
H 6.036 -4.468 5.802 0.35
H 7.137 -5.287 3.739 0.36
H 6.633 -4.197 1.570 0.38
H 5.061 -2.296 1.476 0.20
C -3.714 2.269 -1.293 -1.36
As -2.280 1.740 -0.041 1.06
C -2.042 3.474 0.824 -1.40
C -3.517 0.838 1.207 0.06
C -4.452 1.572 1.935 -0.59
C -5.344 0.952 2.794 -0.82
C -5.320 -0.429 2.929 -0.78
C -4.402 -1.168 2.201 -0.48
C -3.494 -0.553 1.341 0.03
As -2.209 -1.618 0.293 1.02
C -3.574 -2.757 -0.572 -1.39
C -1.632 -2.903 1.648 -1.16
H -4.569 2.669 -0.748 0.46
H -4.036 1.399 -1.866 0.30
H -3.336 3.025 -1.982 0.42
H -2.967 3.883 1.228 0.50
H -1.658 4.153 0.062 0.29
H -1.301 3.360 1.612 0.33
H -4.486 2.650 1.840 0.21
H -6.056 1.545 3.355 0.39
H -6.012 -0.928 3.596 0.38
H -4.397 -2.247 2.306 0.22
H -4.172 -3.299 0.162 0.45
H -3.076 -3.473 -1.227 0.38
H -4.232 -2.131 -1.174 0.36
H -2.414 -3.106 2.378 0.52
H -0.749 -2.497 2.139 0.07
H -1.363 -3.830 1.140 0.40
C 3.140 -2.250 -1.022 -1.31
C 1.817 -2.620 -0.339 1.63
C 0.946 -3.390 -1.343 -1.05
C 2.085 -3.515 0.874 -1.25
N 1.135 -1.432 0.084 -0.09
H 3.586 -3.127 -1.503 0.52
H 3.849 -1.842 -0.301 -0.05
H 2.971 -1.480 -1.778 -0.05
H 1.343 -4.394 -1.522 0.50
H 0.904 -2.867 -2.302 -0.04
H -0.076 -3.484 -0.968 0.01
H 2.711 -4.371 0.601 0.39
H 1.146 -3.891 1.285 0.29
H 2.585 -2.948 1.656 0.03
C -1.413 -1.094 -3.446 -1.05
As 0.116 0.018 -2.915 1.37
C 1.237 -0.346 -4.487 -1.46
C -0.653 1.717 -3.525 -0.93
H -1.721 -0.851 -4.465 0.50
H -2.237 -0.900 -2.759 -0.03
H -1.156 -2.151 -3.381 0.34
H 0.634 -0.332 -5.397 0.45
H 1.720 -1.318 -4.386 0.35
H 2.013 0.417 -4.556 0.38
H -0.591 1.802 -4.611 0.47
H -0.129 2.545 -3.049 0.06
H -1.699 1.749 -3.222 0.20
```

Computed properties:
gap between HOMO and LUMO = 6.4 eV
net charge = -1



# 5
One molecule with the formula C4H5F3S. Source: OMol25; level of theory: ωB97M-V with the def2-TZVPD basis set.

The geometry in XYZ format:
```
13
Properties=species:S:1:pos:R:3:mulliken_charge:R:1
C 1.489 0.488 -0.346 -0.22
C -0.885 1.100 0.010 -1.18
C 0.045 0.087 0.552 0.08
C -0.245 -1.331 0.056 0.77
F -1.518 -1.787 0.465 -0.29
F 0.548 -2.301 0.525 -0.24
F -0.205 -1.454 -1.247 -0.26
S 3.004 0.131 0.029 -0.17
H 1.188 1.043 -1.297 0.19
H -0.666 1.105 -1.106 0.30
H -1.920 0.745 0.189 0.31
H -0.979 2.080 0.503 0.29
H 0.145 0.094 1.666 0.42
```

Computed properties:
gap between HOMO and LUMO = 8.5 eV
net charge = 0
SMILES string = C[C@H](C=S)C(F)(F)F



# 6
One molecule with the formula C3H7Cl. Source: OMol25; level of theory: ωB97M-V with the def2-TZVPD basis set.

The geometry in XYZ format:
```
11
Properties=species:S:1:pos:R:3:mulliken_charge:R:1
C 0.240 0.709 1.083 -1.07
C -0.527 0.434 -0.170 -0.20
C 0.086 -0.866 -0.775 -0.59
H 0.129 -0.071 1.821 0.32
H 0.342 1.813 1.721 0.24
H 1.275 0.577 0.794 0.32
H -0.286 1.150 -0.878 0.29
H -1.597 0.293 0.073 0.27
H 1.199 -0.752 -1.110 0.33
H -0.166 -1.782 -0.229 0.31
Cl -0.695 -1.505 -2.329 -0.23
```

Computed properties:
gap between HOMO and LUMO = 11.5 eV
net charge = 0
SMILES string = CCCCl



# 7
One molecule with the formula C2HF2NO3. Source: OMol25; level of theory: ωB97M-V with the def2-TZVPD basis set.

The geometry in XYZ format:
```
9
Properties=species:S:1:pos:R:3:mulliken_charge:R:1
C -0.386 -0.198 1.313 -0.15
C 0.123 0.565 -0.072 0.70
N 0.129 -0.450 -1.176 0.90
O -0.508 -0.228 -2.146 -0.53
O -1.311 0.053 1.913 -0.30
O 0.851 -1.385 -0.970 -0.52
F 1.404 0.986 0.114 -0.24
F -0.605 1.625 -0.399 -0.23
H 0.303 -0.969 1.425 0.38
```

Computed properties:
gap between HOMO and LUMO = 10.5 eV
net charge = 0
SMILES string = O=CC(F)(F)[N+](=O)[O-]



What ΔE to the lowest compared entry with this formula, charge and spin values result from the calculations? In sequence: 110.2; 133.0; 841.5; 105.8; 37.1; 67.7; 0.0 kJ/mol.